Density functional theory data (the ωB97M-V functional and the def2-TZVPD basis) for a cluster of 19 separate species, C29H60Cl36NOS in total in a non-equilibrium geometry.

Max |F| in eV/A: 1.53
Calculated total energy in Ha: -18235.78202
Charge: +1

Structure (XYZ):
```
128
C29H60Cl36NOS, DFT the ωB97M-V functional and the def2-TZVPD basis
C 4.799 0.002 -2.076
C 4.519 1.169 -1.114
C 5.425 2.387 -1.315
C 5.130 3.348 -2.488
C 4.742 4.757 -2.009
S 4.010 2.670 -3.728
C 2.305 2.515 -3.130
C 1.873 3.426 -1.993
C 0.435 3.185 -1.509
C -0.651 2.936 -2.548
N -0.699 1.587 -3.120
C -0.672 0.515 -2.250
C 0.091 -0.705 -2.692
O -1.231 0.564 -1.174
H 4.557 -0.918 -1.545
H 5.858 -0.042 -2.302
H 4.188 0.007 -2.976
H 3.461 1.417 -1.070
H 4.753 0.792 -0.125
H 6.432 1.998 -1.446
H 5.430 2.962 -0.395
H 6.061 3.473 -3.036
H 5.608 5.361 -1.778
H 4.096 4.679 -1.148
H 4.176 5.264 -2.792
H 3.922 3.684 -4.598
H 1.691 2.725 -4.002
H 2.230 1.466 -2.858
H 1.969 4.456 -2.333
H 2.526 3.331 -1.131
H 0.435 2.398 -0.756
H 0.153 4.094 -0.980
H -1.608 3.128 -2.071
H -0.575 3.670 -3.348
H -0.142 1.431 -3.944
H 0.896 -0.848 -1.971
H 0.542 -0.590 -3.674
H -0.538 -1.587 -2.657
C 3.249 0.944 2.992
Cl 4.098 2.234 2.119
Cl 3.322 -0.594 2.126
H 3.720 0.822 3.959
H 2.210 1.231 3.099
C -5.138 -1.556 -0.823
Cl -4.323 -3.119 -0.889
Cl -6.258 -1.485 0.548
H -4.403 -0.770 -0.708
H -5.702 -1.424 -1.739
C 4.723 8.006 0.545
Cl 4.227 6.354 0.938
Cl 6.011 8.042 -0.672
H 3.866 8.539 0.154
H 5.089 8.471 1.452
C -2.698 -5.514 1.369
Cl -1.505 -5.217 2.637
Cl -2.107 -6.661 0.159
H -3.583 -5.930 1.835
H -2.945 -4.588 0.867
C 0.659 6.377 -5.495
Cl 2.181 5.563 -5.043
Cl -0.399 6.581 -4.102
H 0.921 7.351 -5.897
H 0.155 5.766 -6.234
C 9.466 -0.207 -2.372
Cl 8.892 0.453 -0.833
Cl 8.262 -0.033 -3.658
H 10.358 0.332 -2.666
H 9.678 -1.260 -2.239
C 8.938 4.730 -0.772
Cl 8.191 4.900 -2.372
Cl 7.741 4.387 0.475
H 9.650 3.915 -0.815
H 9.432 5.662 -0.527
C -9.108 0.177 2.263
Cl -10.441 0.150 1.097
Cl -9.648 -0.213 3.896
H -8.377 -0.557 1.950
H -8.678 1.171 2.268
C -1.955 0.227 1.964
Cl -1.294 -1.165 2.826
Cl -1.833 1.723 2.906
H -1.394 0.350 1.048
H -3.002 0.040 1.755
C -7.725 -4.584 1.567
Cl -9.178 -5.099 2.430
Cl -6.248 -4.988 2.458
H -7.689 -5.085 0.608
H -7.763 -3.511 1.434
C -2.429 -8.039 5.243
Cl -3.687 -7.800 4.023
Cl -3.099 -8.507 6.807
H -1.767 -8.825 4.904
H -1.887 -7.109 5.366
C -0.891 -10.608 -0.269
Cl -0.470 -9.259 -1.332
Cl -1.124 -12.115 -1.159
H -0.084 -10.748 0.439
H -1.815 -10.362 0.241
C -12.505 2.612 2.817
Cl -13.767 3.051 1.659
Cl -13.139 2.396 4.452
H -12.058 1.680 2.492
H -11.771 3.409 2.839
C 1.280 -7.679 7.479
Cl -0.236 -7.042 8.124
Cl 1.281 -7.728 5.708
H 2.091 -7.038 7.802
H 1.413 -8.688 7.849
C 8.596 8.432 2.560
Cl 9.596 7.337 1.597
Cl 7.283 7.585 3.388
H 9.228 8.899 3.305
H 8.167 9.172 1.897
C -6.152 -10.831 6.702
Cl -5.439 -12.436 6.487
Cl -7.335 -10.796 8.015
H -5.356 -10.136 6.936
H -6.651 -10.553 5.783
C -7.438 -7.807 -1.315
Cl -6.762 -8.884 -2.535
Cl -7.098 -6.102 -1.671
H -8.513 -7.940 -1.289
H -6.994 -8.047 -0.356
C 0.302 9.828 -7.895
Cl 1.820 9.011 -7.475
Cl -0.780 9.939 -6.505
H 0.539 10.827 -8.240
H -0.189 9.256 -8.672
```



Density functional theory data (the ωB97M-V functional and the def2-TZVPD basis) for a cluster of 3 separate species, C29H60F8N7O5P2 in total in a non-equilibrium geometry.

Max |F| in eV/A: 7.38
Calculated total energy in Ha: -3381.64409
Charge: -1

Structure (XYZ):
```
111
C29H60F8N7O5P2, DFT the ωB97M-V functional and the def2-TZVPD basis
C -3.137 6.490 6.943
C -2.839 6.597 5.365
O -2.289 5.392 4.787
C -3.264 4.386 4.607
O -4.449 4.634 4.262
C -2.793 2.854 4.809
C -2.971 2.533 6.370
C -1.728 3.059 7.292
C -1.500 1.915 8.399
C -0.372 0.882 7.814
C -0.965 -0.225 6.830
O 0.197 -0.833 6.126
C 0.521 -0.031 4.962
C 2.117 0.217 4.981
F 2.694 -0.867 5.695
F 2.484 1.392 5.707
C 2.774 0.360 3.534
F 2.350 -0.758 2.768
F 4.187 0.189 3.713
C 2.415 1.706 2.751
F 1.982 1.307 1.445
F 1.364 2.452 3.311
C 3.672 2.692 2.542
F 3.274 3.841 1.795
F 4.219 3.151 3.755
N -0.900 2.438 9.677
C -0.146 3.506 9.502
C -0.668 4.887 10.179
C 1.259 3.600 8.750
H -2.117 6.376 7.457
H -3.686 5.496 7.131
H -3.747 7.363 7.348
H -3.782 6.982 4.856
H -2.034 7.410 5.231
H -3.483 2.191 4.170
H -1.728 2.771 4.419
H -3.904 3.123 6.710
H -3.231 1.437 6.593
H -0.838 3.161 6.561
H -2.086 4.057 7.710
H 0.490 1.417 7.291
H 0.016 0.329 8.746
H -1.453 -1.108 7.382
H -1.642 0.170 6.006
H 0.171 -0.519 3.993
H 0.058 1.022 5.040
H 4.475 2.168 1.935
H 0.257 5.545 10.339
H -1.023 4.605 11.239
H -1.467 5.404 9.561
H 1.795 2.583 8.757
H 1.913 4.360 9.289
H 1.063 3.892 7.655
O 0.939 -1.393 -3.231
P 2.131 -0.417 -3.238
N 2.919 -1.240 -4.531
C 3.338 -2.624 -4.431
C 2.220 -1.049 -5.805
N 2.694 -0.869 -1.685
C 3.793 -1.766 -1.409
C 1.663 -1.036 -0.659
N 3.490 0.713 -3.266
C 4.730 0.621 -4.013
C 3.491 1.789 -2.284
H 3.750 -2.979 -5.382
H 2.526 -3.297 -4.141
H 4.167 -2.739 -3.732
H 1.961 0.005 -5.946
H 1.297 -1.638 -5.856
H 2.861 -1.329 -6.649
H 3.523 -2.812 -1.591
H 4.109 -1.683 -0.363
H 4.681 -1.512 -1.991
H 1.197 -2.027 -0.713
H 0.879 -0.283 -0.774
H 2.078 -0.902 0.343
H 5.325 -0.246 -3.715
H 5.359 1.505 -3.863
H 4.549 0.576 -5.089
H 4.183 1.569 -1.464
H 2.496 1.931 -1.856
H 3.775 2.743 -2.738
O -4.026 -6.066 -7.970
P -3.235 -4.809 -7.562
N -3.619 -3.939 -8.999
C -3.222 -4.398 -10.315
C -5.031 -3.550 -9.039
N -1.705 -5.584 -7.589
C -0.719 -5.477 -8.641
C -1.666 -6.932 -7.022
N -2.369 -3.374 -7.006
C -2.055 -2.164 -7.742
C -1.704 -3.446 -5.712
H -3.626 -3.744 -11.096
H -3.546 -5.421 -10.527
H -2.143 -4.327 -10.452
H -5.339 -3.124 -8.080
H -5.682 -4.403 -9.259
H -5.202 -2.776 -9.795
H -1.003 -6.055 -9.527
H 0.253 -5.849 -8.300
H -0.540 -4.439 -8.925
H -1.993 -7.685 -7.749
H -2.313 -7.001 -6.145
H -0.656 -7.189 -6.687
H -1.393 -2.360 -8.588
H -1.552 -1.425 -7.109
H -2.957 -1.667 -8.103
H -0.624 -3.583 -5.835
H -2.084 -4.283 -5.121
H -1.877 -2.542 -5.122
```